This record from OMol25 describes the molecule C4H11N3O2 in a non-equilibrium geometry. The level of theory is ωB97M-V/def2-TZVPD.

Each atom is followed by the atoms it is bonded to, with distances in Å.
Geometry (Å):
1 C -0.602 1.821 -0.213  C2 1.552, H10 1.069, H11 1.150, H12 1.136
2 C -0.280 0.895 0.990  C1 1.552, N3 1.396, H13 1.129, H14 1.087
3 N 0.187 -0.340 0.536  C2 1.396, C4 1.478, N6 1.362
4 C -0.387 -1.340 -0.390  N3 1.478, C5 1.519, H15 1.074, H16 1.142
5 C -1.875 -1.464 -0.113  C4 1.519, H17 1.056, H18 1.174, H19 1.136
6 N 1.508 -0.321 0.202  N3 1.362, O7 1.519, N8 1.249
7 O 1.813 0.985 -0.512  N6 1.519, H20 1.160
8 N 2.497 -1.004 0.541  N6 1.249, O9 1.258
9 O 3.565 -0.596 0.015  N8 1.258
10 H -1.400 1.481 -0.838  C1 1.069
11 H 0.278 1.854 -0.954  C1 1.150
12 H -0.675 2.850 0.264  C1 1.136
13 H 0.642 1.328 1.477  C2 1.129
14 H -1.177 0.758 1.589  C2 1.087
15 H 0.303 -2.162 -0.368  C4 1.074
16 H -0.100 -0.781 -1.344  C4 1.142
17 H -2.485 -2.171 -0.606  C5 1.056
18 H -2.451 -0.444 -0.190  C5 1.174
19 H -2.090 -1.838 0.938  C5 1.136
20 H 2.729 0.488 -1.023  O7 1.160

- ΔE to the lowest compared entry with this formula, charge and spin (kcal/mol) = 193.55
- LUMO level (Ha) = 0.0295
- charge = 0
- Kohn-Sham gap (eV) = 9.780
- structure (SMILES) = CCN(CC)N(O)N=O

Atom charges from the Mulliken analysis, given in e for atoms 1 to 8: number 1, C, carries -0.9984; number 2, C, carries -0.4906; number 3, N, carries -0.0813; number 4, C, carries -0.3897; number 5, C, carries -1.0441; number 6, N, carries 0.5961; number 7, O, carries -0.5554; number 8, N, carries -0.1122